Entry 1:
The following is a DFT calculation (ωB97M-V with the def2-TZVPD basis set) of a cluster of 8 separate species, C24H49BrN2O8S7 in total.

CARTESIAN COORDINATES (ANGSTROEM)
O1 -5.737 -6.053 -1.255
C1 -4.843 -5.659 -2.039
Br1 -3.185 -6.740 -2.415
C2 -4.902 -4.235 -2.829
C3 -3.530 -3.472 -2.410
C4 -2.361 -3.387 -3.421
C5 -1.040 -2.670 -2.944
C6 -0.988 -2.096 -1.507
C7 -2.186 -2.176 -0.474
N1 -1.971 -1.571 0.813
C8 -3.129 -1.773 1.621
C9 -4.427 -2.519 1.200
N2 -4.630 -3.069 -0.099
C10 -3.478 -2.889 -0.940
H1 -4.952 -4.433 -3.952
H2 -5.829 -3.622 -2.532
H3 -2.451 -3.831 -4.480
H4 -0.140 -2.604 -3.653
H5 -0.022 -1.573 -1.160
H6 -3.091 -1.352 2.695
H7 -5.274 -2.622 1.965
C11 2.100 -5.529 -3.308
S1 1.838 -5.053 -5.029
O2 0.459 -4.480 -5.129
C12 1.774 -6.736 -5.680
H8 2.134 -4.624 -2.700
H9 1.279 -6.163 -2.968
H10 3.048 -6.060 -3.218
H11 0.974 -7.295 -5.190
H12 2.734 -7.228 -5.512
H13 1.577 -6.686 -6.752
C13 3.097 -2.654 1.181
S2 4.152 -3.583 0.050
O3 3.294 -4.043 -1.087
C14 4.400 -4.996 1.147
H14 2.784 -1.736 0.686
H15 2.216 -3.246 1.439
H16 3.659 -2.404 2.081
H17 3.437 -5.439 1.407
H18 4.920 -4.669 2.049
H19 5.011 -5.735 0.626
C15 1.698 2.133 2.315
S3 2.755 1.136 1.246
O4 3.322 0.029 2.079
C16 4.048 2.380 1.048
H20 0.832 1.535 2.601
H21 2.247 2.428 3.212
H22 1.364 3.018 1.774
H23 4.449 2.658 2.024
H24 3.635 3.257 0.549
H25 4.845 1.955 0.435
C17 0.716 7.058 1.740
S4 1.772 6.062 0.667
O5 2.340 4.954 1.500
C18 3.063 7.308 0.471
H26 -0.150 6.459 2.026
H27 1.266 7.351 2.637
H28 0.380 7.944 1.199
H29 3.465 7.585 1.448
H30 2.649 8.185 -0.028
H31 3.860 6.886 -0.142
C19 2.329 4.814 -4.828
S5 1.129 4.929 -3.483
O6 1.303 6.269 -2.841
C20 1.929 3.709 -2.418
H32 2.048 5.529 -5.604
H33 3.327 5.054 -4.458
H34 2.314 3.805 -5.244
H35 2.953 4.019 -2.201
H36 1.928 2.737 -2.914
H37 1.365 3.641 -1.487
C21 3.747 3.464 5.953
S6 1.958 3.402 6.196
O7 1.400 4.714 5.751
C22 2.018 3.423 8.001
H38 3.949 3.497 4.881
H39 4.157 4.357 6.427
H40 4.203 2.569 6.379
H41 2.537 4.319 8.346
H42 2.532 2.530 8.359
H43 0.995 3.428 8.380
C23 -9.639 -0.776 0.161
S7 -7.940 -1.309 0.465
O8 -7.730 -1.312 1.946
C24 -7.159 0.181 -0.190
H44 -10.315 -1.547 0.532
H45 -9.835 0.161 0.685
H46 -9.793 -0.646 -0.912
H47 -7.511 1.058 0.356
H48 -7.395 0.279 -1.251
H49 -6.079 0.087 -0.068

Its highest occupied orbital energy is -8.22 eV. The relative energy (zero: lowest compared OMol25 entry of this formula, charge and spin) comes out at 572.7 kJ/mol. As for the lowest unoccupied orbital energy: -0.023 Eh. Its total charge is 0.

Entry 2:
The following is a DFT calculation (ωB97M-V with the def2-TZVPD basis set) of a structure of composition C24H49Cl14N3O6.

CARTESIAN COORDINATES (ANGSTROEM)
C1 -7.773 -1.262 -30.867
O1 -7.956 -0.030 -30.495
O2 -6.631 -1.609 -31.360
O3 -8.772 -2.107 -30.794
C2 -4.365 2.677 -28.148
O4 -3.406 3.313 -27.753
N1 -4.824 1.522 -27.632
C3 -5.812 0.673 -28.246
C4 -4.153 0.915 -26.517
H1 -4.870 2.939 -29.083
H2 -6.645 0.506 -27.558
H3 -5.392 -0.305 -28.501
H4 -6.188 1.025 -29.207
H5 -3.609 0.002 -26.781
H6 -3.393 1.556 -26.069
H7 -4.887 0.724 -25.727
C5 -7.154 -4.915 -31.284
O5 -6.409 -5.336 -32.154
N2 -8.199 -5.612 -30.790
C6 -9.110 -5.118 -29.797
C7 -8.491 -6.975 -31.234
H8 -7.196 -3.882 -30.889
H9 -8.936 -5.566 -28.806
H10 -10.154 -5.354 -30.011
H11 -8.958 -4.068 -29.546
H12 -7.713 -7.511 -31.762
H13 -8.731 -7.531 -30.322
H14 -9.421 -6.949 -31.809
C8 -11.724 -3.147 -30.355
O6 -12.521 -3.142 -29.433
N3 -11.827 -4.006 -31.408
C9 -10.861 -3.953 -32.486
C10 -12.901 -4.982 -31.520
H15 -10.862 -2.469 -30.488
H16 -10.027 -3.279 -32.259
H17 -11.275 -3.427 -33.353
H18 -10.404 -4.922 -32.683
H19 -13.538 -4.684 -32.358
H20 -12.419 -5.904 -31.857
H21 -13.455 -5.069 -30.594
Cl1 -2.327 -1.907 -31.729
C11 -4.062 -2.284 -31.738
C12 -4.291 -3.739 -31.303
Cl2 -3.349 -4.943 -32.166
H22 -4.575 -2.161 -32.696
H23 -4.585 -1.604 -31.067
H24 -5.352 -3.976 -31.309
H25 -3.898 -3.785 -30.286
Cl3 -6.072 -4.727 -27.828
C13 -5.797 -3.064 -28.409
C14 -4.742 -3.082 -29.476
Cl4 -3.191 -3.758 -28.868
H26 -5.530 -2.451 -27.547
H27 -6.763 -2.660 -28.717
H28 -4.522 -2.134 -29.961
H29 -5.070 -3.713 -30.301
Cl5 -5.269 0.544 -34.496
C15 -6.154 0.484 -32.937
C16 -5.353 1.073 -31.819
Cl6 -5.203 2.853 -31.802
H30 -6.346 -0.558 -32.676
H31 -7.128 0.941 -33.085
H32 -4.366 0.618 -31.767
H33 -5.875 0.812 -30.896
Cl7 -8.948 4.445 -30.604
C17 -8.407 2.938 -29.853
C18 -9.481 2.249 -29.016
Cl8 -9.937 3.232 -27.600
H34 -7.606 3.192 -29.161
H35 -8.093 2.236 -30.622
H36 -9.115 1.301 -28.634
H37 -10.341 2.063 -29.658
Cl9 -12.320 0.480 -31.377
C19 -10.579 0.101 -31.384
C20 -9.708 1.114 -32.062
Cl10 -10.249 1.357 -33.737
H38 -10.483 -0.862 -31.882
H39 -10.274 -0.075 -30.353
H40 -8.672 0.780 -32.005
H41 -9.684 2.071 -31.536
Cl11 -7.366 -4.320 -34.393
C21 -7.746 -3.167 -33.041
C22 -8.076 -1.799 -33.586
Cl12 -9.285 -1.769 -34.888
H42 -6.836 -3.125 -32.442
H43 -8.423 -3.603 -32.307
H44 -7.166 -1.426 -34.055
H45 -8.320 -1.152 -32.744
Cl13 -9.114 -3.186 -26.226
C23 -9.502 -1.956 -27.437
C24 -10.937 -1.466 -27.356
Cl14 -11.101 -0.453 -25.887
H46 -9.371 -2.397 -28.428
H47 -8.819 -1.116 -27.332
H48 -11.545 -2.363 -27.284
H49 -11.175 -0.832 -28.202

Its highest occupied orbital energy is -3.57 eV. As for the lowest unoccupied orbital energy: 0.146 Eh. Its total charge is -2.

Entry 3:
The following is a DFT calculation (ωB97M-V with the def2-TZVPD basis set) of a cluster of 3 separate species, C24H49N4O2 in total.

CARTESIAN COORDINATES (ANGSTROEM)
C1 -0.612 2.658 -2.887
N1 0.825 3.008 -2.915
C2 1.668 2.001 -3.568
C3 2.418 1.217 -2.516
N2 2.809 1.733 -1.415
C4 3.452 0.714 -0.572
C5 2.840 -0.618 -1.074
C6 2.784 -0.244 -2.610
H1 -1.176 3.520 -3.244
H2 -0.873 1.822 -3.538
H3 -0.982 2.454 -1.883
H4 0.903 3.846 -3.472
H5 2.419 2.516 -4.171
H6 1.117 1.301 -4.198
H7 2.688 2.707 -1.164
H8 3.045 0.819 0.439
H9 4.533 0.764 -0.505
H10 3.617 -1.363 -0.932
H11 1.861 -0.856 -0.680
H12 3.790 -0.367 -3.017
H13 2.059 -0.722 -3.263
C7 1.869 0.757 6.616
C8 0.841 1.776 6.077
C9 -0.337 1.044 5.426
C10 0.010 0.417 4.075
C11 0.626 1.456 3.139
C12 1.818 2.192 3.758
N3 1.480 2.711 5.107
O1 0.778 3.798 4.994
C13 3.046 1.267 3.811
C14 2.233 3.345 2.847
C15 0.345 2.557 7.292
H14 1.974 -0.129 5.990
H15 2.851 1.215 6.737
H16 1.563 0.393 7.595
H17 -1.165 1.745 5.284
H18 -0.698 0.274 6.111
H19 0.687 -0.431 4.205
H20 -0.897 0.012 3.621
H21 0.945 0.976 2.207
H22 -0.144 2.184 2.866
H23 3.865 1.734 4.360
H24 3.404 1.067 2.799
H25 2.854 0.293 4.254
H26 1.417 4.036 2.645
H27 2.563 2.944 1.885
H28 3.060 3.911 3.276
H29 1.159 3.114 7.758
H30 -0.058 1.864 8.029
H31 -0.449 3.259 7.040
C16 -4.234 -3.622 -4.122
C17 -3.877 -2.665 -2.962
C18 -3.677 -1.243 -3.495
C19 -2.371 -1.061 -4.270
C20 -1.182 -1.536 -3.438
C21 -1.346 -2.962 -2.920
N4 -2.656 -3.134 -2.245
O2 -2.605 -2.625 -1.050
C22 -1.183 -3.966 -4.077
C23 -0.200 -3.279 -1.965
C24 -5.074 -2.690 -2.013
H32 -3.721 -3.387 -5.054
H33 -4.017 -4.657 -3.858
H34 -5.298 -3.563 -4.347
H35 -3.686 -0.539 -2.656
H36 -4.526 -0.977 -4.128
H37 -2.408 -1.592 -5.224
H38 -2.242 -0.005 -4.520
H39 -0.268 -1.477 -4.040
H40 -1.043 -0.848 -2.594
H41 -1.416 -4.978 -3.745
H42 -0.151 -3.965 -4.430
H43 -1.797 -3.743 -4.945
H44 -0.141 -2.574 -1.134
H45 0.750 -3.230 -2.499
H46 -0.295 -4.282 -1.549
H47 -5.220 -3.687 -1.596
H48 -5.975 -2.414 -2.559
H49 -4.966 -1.986 -1.189

Its highest occupied orbital energy (spin up / spin down) is -10.34 / -11.27 eV. As for the lowest unoccupied orbital energy (spin up / spin down): -0.140 / -0.140 Eh. The multiplicity is 3. Its total charge is +1.

Entry 4:
The following is a DFT calculation (ωB97M-V with the def2-TZVPD basis set) of a cluster of 2 separate species, C24H49NO6S in total.

CARTESIAN COORDINATES (ANGSTROEM)
C1 1.969 -2.241 1.974
C2 3.508 -2.359 2.044
C3 4.247 -1.067 2.413
C4 3.774 0.199 1.678
C5 3.131 1.210 2.620
C6 2.507 2.466 1.995
C7 3.376 3.309 1.032
C8 2.698 3.713 -0.305
C9 3.582 3.544 -1.549
C10 3.861 2.083 -1.928
C11 2.857 1.510 -2.928
C12 3.072 -0.002 -3.177
C13 1.998 -0.918 -2.559
C14 0.703 -0.868 -3.376
C15 -0.492 -1.686 -2.859
C16 -0.914 -1.614 -1.384
C17 -1.838 -0.446 -1.008
C18 -1.097 0.883 -1.109
O1 -1.775 1.990 -0.453
S1 -3.352 1.884 -0.325
O2 -3.908 1.610 -1.622
O3 -3.766 3.054 0.380
C19 -3.527 0.440 0.708
C20 -4.935 -0.149 0.568
O4 -5.944 0.677 1.086
C21 -6.723 1.392 0.135
C22 -2.442 -0.630 0.391
C23 -1.409 -0.619 1.521
H1 1.587 -2.654 1.040
H2 1.498 -2.809 2.778
H3 1.624 -1.210 2.063
H4 3.896 -2.754 1.102
H5 3.754 -3.108 2.800
H6 4.186 -0.910 3.494
H7 5.308 -1.214 2.196
H8 4.619 0.647 1.158
H9 3.050 -0.069 0.901
H10 3.867 1.502 3.377
H11 2.336 0.678 3.157
H12 1.570 2.207 1.499
H13 2.218 3.108 2.831
H14 4.326 2.814 0.828
H15 3.629 4.240 1.545
H16 1.752 3.180 -0.444
H17 2.418 4.767 -0.232
H18 4.522 4.072 -1.363
H19 3.113 4.052 -2.397
H20 3.856 1.466 -1.033
H21 4.866 1.986 -2.350
H22 1.841 1.688 -2.561
H23 2.942 2.056 -3.871
H24 3.121 -0.212 -4.247
H25 4.040 -0.263 -2.738
H26 2.368 -1.948 -2.567
H27 1.839 -0.630 -1.516
H28 0.950 -1.287 -4.357
H29 0.437 0.174 -3.563
H30 -0.271 -2.734 -3.082
H31 -1.373 -1.439 -3.461
H32 -1.496 -2.520 -1.185
H33 -0.051 -1.661 -0.712
H34 -2.651 -0.452 -1.737
H35 -0.138 0.806 -0.596
H36 -0.939 1.172 -2.145
H37 -3.409 0.807 1.729
H38 -5.124 -0.426 -0.475
H39 -4.929 -1.074 1.151
H40 -7.723 1.500 0.551
H41 -6.794 0.846 -0.810
H42 -6.291 2.375 -0.060
H43 -2.949 -1.599 0.416
H44 -1.913 -0.825 2.467
H45 -0.634 -1.375 1.385
H46 -0.952 0.367 1.605
C24 -5.772 -4.742 2.202
N1 -4.680 -3.943 1.584
O5 -3.673 -3.752 2.233
O6 -4.876 -3.520 0.463
H47 -5.454 -5.042 3.193
H48 -6.652 -4.107 2.235
H49 -5.949 -5.597 1.557

Its highest occupied orbital energy is -9.64 eV. As for the lowest unoccupied orbital energy: -0.004 Eh. Its total charge is 0.

Entry 5:
The following is a DFT calculation (ωB97M-V with the def2-TZVPD basis set) of a structure of composition C24H50AlBCl5F4N5O8.

CARTESIAN COORDINATES (ANGSTROEM)
C1 -0.420 1.226 0.948
C2 -0.570 0.267 2.231
C3 0.502 0.724 3.345
C4 -0.566 -1.302 1.907
C5 0.778 -1.861 1.235
C6 1.996 -2.044 2.274
O1 1.738 -2.219 3.512
O2 3.379 -2.066 1.847
C7 4.013 -0.772 2.089
C8 3.951 0.047 0.695
C9 5.124 0.090 -0.293
C10 5.146 0.856 -1.653
C11 3.768 1.567 -1.929
C12 2.703 1.413 -0.829
N1 2.742 0.738 0.415
H1 0.506 1.897 1.087
H2 -0.453 0.696 -0.060
H3 -1.315 1.958 0.950
H4 -1.609 0.500 2.687
H5 0.359 1.812 3.695
H6 0.456 -0.031 4.206
H7 1.533 0.676 2.843
H8 -1.408 -1.475 1.131
H9 -0.882 -1.920 2.826
H10 0.537 -2.936 0.873
H11 1.096 -1.297 0.281
H12 3.476 -0.218 2.936
H13 5.116 -0.879 2.370
H14 6.078 -0.480 0.000
H15 6.038 0.905 -2.359
H16 3.604 2.156 -2.900
H17 1.701 1.940 -1.060
N2 3.843 -1.062 5.206
H18 4.409 -1.836 5.563
H19 4.451 -0.375 4.748
H20 3.159 -1.422 4.519
H21 3.346 -0.616 5.982
C13 0.888 -4.839 4.460
C14 -0.602 -4.765 4.738
C15 -0.962 -4.998 6.177
O3 -2.273 -5.541 6.083
C16 -2.363 -6.144 4.867
O4 -3.252 -6.869 4.532
O5 -1.299 -5.815 4.075
H22 1.205 -5.862 4.241
H23 1.132 -4.239 3.585
H24 1.475 -4.453 5.297
H25 -1.006 -3.811 4.380
H26 -0.971 -4.071 6.755
H27 -0.316 -5.724 6.680
C17 2.720 0.969 -5.756
Cl1 1.229 0.621 -4.867
Cl2 3.360 2.559 -5.319
H28 3.464 0.210 -5.516
H29 2.508 0.952 -6.824
B1 7.028 2.714 -4.983
F1 6.283 1.888 -5.889
F2 8.162 3.261 -5.654
F3 6.184 3.779 -4.514
F4 7.462 1.921 -3.865
N3 6.483 1.942 4.724
O6 5.694 1.243 4.083
O7 6.205 3.159 4.961
O8 7.547 1.473 5.137
N4 9.306 3.369 3.505
H30 8.886 3.855 2.706
H31 9.718 4.056 4.144
H32 8.583 2.832 4.000
H33 10.036 2.732 3.172
Al1 0.918 3.604 -6.031
C18 -3.803 1.989 -0.502
Cl3 -5.320 2.519 -1.237
Cl4 -2.433 2.273 -1.584
H34 -3.645 2.545 0.422
H35 -3.868 0.924 -0.285
Cl5 5.925 4.296 3.167
C19 -5.989 -0.372 -3.745
C20 -7.445 0.063 -3.616
N5 -7.804 1.185 -4.475
C21 -9.103 1.769 -4.149
C22 -10.342 0.895 -4.345
C23 -7.537 1.018 -5.900
C24 -8.196 -0.164 -6.610
H36 -5.310 0.466 -3.563
H37 -5.769 -1.148 -3.008
H38 -5.772 -0.790 -4.730
H39 -7.598 0.358 -2.573
H40 -8.090 -0.806 -3.793
H41 -9.234 2.698 -4.714
H42 -9.075 2.085 -3.099
H43 -10.603 0.794 -5.397
H44 -11.198 1.360 -3.849
H45 -10.221 -0.102 -3.915
H46 -6.453 0.934 -6.036
H47 -7.801 1.940 -6.429
H48 -8.136 -1.090 -6.033
H49 -7.694 -0.343 -7.564
H50 -9.244 0.036 -6.837

Its highest occupied orbital energy is -11.25 eV. The relative energy (zero: lowest compared OMol25 entry of this formula, charge and spin) comes out at 366.4 kJ/mol. As for the lowest unoccupied orbital energy: -0.382 Eh. Its total charge is +2.

What max |F| values result from the calculations? In sequence: 0.1158 0.1970 0.0575 0.0078 0.1088 hartree/bohr.
What electronic energy values result from the calculations? In sequence: -7016.224080 -8002.082503 -1312.991523 -1848.125480 -4787.050037 a.u..